{
  "formula": "C42H57As3Cl6N2O5PbTe",
  "method": "ωB97M-V with the def2-TZVPD basis set",
  "energy_ev": -327881.9687,
  "de_lowest_kj_mol": 378.7,
  "homo_ev": [-2.7, -2.7],
  "max_force_ha_per_bohr": 0.06056,
  "total_charge": -2,
  "orbital_gap_ev": [4.74, 4.74],
  "e_lumo_ev": [2.083, 2.077],
  "species": ["Pb", "C", "As", "C", "C", "C", "C", "C", "As", "C", "C", "C", "As", "C", "C", "H", "H", "H", "H", "H", "H", "H", "H", "H", "H", "H", "H", "H", "H", "H", "H", "H", "H", "H", "H", "H", "H", "H", "H", "H", "H", "H", "Cl", "C", "C", "C", "Cl", "C", "Cl", "C", "Cl", "C", "Cl", "O", "O", "Cl", "C", "H", "H", "C", "Te", "C", "H", "H", "H", "H", "H", "H", "C", "C", "C", "C", "C", "C", "O", "N", "C", "O", "N", "C", "O", "H", "H", "H", "H", "H", "H", "H", "H", "H", "H", "H", "C", "C", "C", "C", "C", "C", "C", "C", "C", "C", "C", "C", "C", "C", "H", "H", "H", "H", "H", "H", "H", "H", "H", "H", "H"],
  "positions_angstrom": [[-0.74178, -0.69648, -0.50440], [2.95773, 4.19182, 1.22022], [2.16629, 2.39640, 0.91470], [0.69535, 3.14657, -0.20308], [3.45641, 2.04642, -0.56726], [4.64296, 1.02754, -0.37906], [5.56742, 1.21383, -1.59047], [4.11541, -0.44669, -0.42299], [2.49405, -1.06997, 0.61360], [3.11247, -0.67073, 2.38282], [3.11295, -2.94003, 0.78632], [5.52754, 1.22395, 0.86672], [7.01687, -0.03426, 1.24448], [7.27611, 0.64524, 3.06784], [8.62669, 0.85456, 0.54681], [3.02043, 4.65676, 0.16759], [3.97202, 4.14593, 1.60120], [2.39595, 4.80781, 1.90963], [0.03452, 3.56974, 0.57216], [0.19048, 2.29168, -0.69123], [0.94213, 3.88815, -0.91068], [3.91703, 2.99091, -0.90471], [2.81054, 1.69810, -1.43344], [5.05705, 1.18909, -2.54519], [6.31900, 0.38703, -1.52713], [6.07735, 2.14118, -1.52645], [4.98571, -1.04233, -0.21773], [3.76700, -0.67311, -1.43286], [4.15431, -0.73215, 2.42363], [2.69321, -1.47223, 3.03663], [2.72286, 0.29473, 2.75768], [4.14765, -2.92104, 1.19048], [3.09780, -3.43809, -0.22282], [2.35811, -3.41516, 1.42007], [4.79134, 1.23972, 1.75765], [5.94635, 2.20277, 0.83412], [6.25485, 0.56552, 3.57469], [7.65446, 1.64668, 3.16350], [7.95630, -0.03196, 3.55588], [8.80770, 0.58998, -0.49996], [9.48526, 0.58126, 1.09334], [8.56854, 1.95651, 0.53196], [-5.33729, -1.39686, 4.50062], [-3.69500, -1.74119, 5.00249], [-2.63574, -1.28634, 4.26898], [-1.37778, -1.57785, 4.69847], [0.01578, -0.98566, 3.78077], [-1.12508, -2.39856, 5.77916], [0.47802, -2.63914, 6.35104], [-2.23155, -2.91859, 6.52194], [-1.94769, -3.96069, 7.82817], [-3.51320, -2.59351, 6.08750], [-4.92483, -3.23817, 7.06426], [-1.46694, 4.65036, 7.10093], [-2.65570, 4.39609, 7.05831], [1.42177, -0.07899, -3.03862], [-0.45017, -0.02512, -2.69332], [-0.88249, -0.71825, -3.35995], [-0.76171, 0.94175, -3.02100], [-4.10039, -0.00850, -3.14011], [-4.13848, -0.16943, -0.98580], [-4.70172, -2.20487, -0.70955], [-3.57085, -0.86418, -3.54387], [-3.46047, 0.82341, -3.34143], [-5.02697, 0.11081, -3.60858], [-5.77769, -2.20493, -0.74770], [-4.39801, -2.55690, 0.25855], [-4.19951, -2.77767, -1.45252], [-1.86860, 5.88790, -1.60387], [-2.75780, 6.06814, -2.83027], [-3.95793, 5.09255, -2.94260], [-4.54717, 5.42039, -4.33365], [-5.74834, 4.68521, -4.85033], [-4.93306, 5.43119, -1.81879], [-5.67345, 6.43721, -1.86856], [-4.88211, 4.66431, -0.75505], [-4.08310, 3.46997, -0.60084], [-4.12938, 2.90747, 0.48833], [-3.39627, 2.95310, -1.64733], [-3.36532, 3.66085, -2.79429], [-2.72534, 3.26859, -3.79662], [-1.00474, 6.60334, -1.67274], [-1.38611, 4.84842, -1.64997], [-2.39018, 5.95044, -0.60911], [-2.14795, 5.83023, -3.66764], [-3.08192, 7.11139, -2.83061], [-3.75876, 5.32935, -5.04457], [-4.74918, 6.49728, -4.27357], [-5.63218, 3.59060, -4.71184], [-5.93037, 4.84840, -5.90534], [-6.66689, 4.94821, -4.30193], [-5.41930, 4.93911, 0.02686], [-0.45085, -7.75317, -1.84437], [-1.61488, -7.12019, -1.43606], [-1.77571, -5.78934, -1.58102], [-0.80140, -5.03484, -2.21119], [0.29027, -5.71987, -2.74814], [0.49780, -7.04926, -2.62441], [-0.65722, -3.56607, -2.04208], [-0.68153, -2.96652, -0.82342], [-0.72865, -3.67249, 0.48596], [-1.66357, -3.39758, 1.45561], [-1.79707, -4.22810, 2.57210], [-0.99460, -5.34249, 2.67975], [0.02290, -5.57939, 1.74973], [0.15177, -4.74433, 0.69742], [-0.25340, -8.80077, -1.57416], [-2.32586, -7.73593, -0.99085], [-2.66788, -5.33142, -1.18059], [1.01477, -5.08643, -3.23878], [1.32304, -7.55043, -3.10626], [-0.44796, -3.01079, -2.97480], [-2.20932, -2.44255, 1.42098], [-2.38998, -3.89190, 3.39822], [-1.03768, -5.97188, 3.56530], [0.72013, -6.39321, 1.96327], [1.02167, -4.84735, 0.06912]],
  "forces_ev_per_angstrom": [[-0.3, 1.0, 0.7], [0.3, 0.5, -1.5], [0.3, 1.0, -0.8], [-0.6, -1.8, 1.6], [0.2, -0.6, -0.7], [-0.9, -0.6, -0.7], [0.2, -1.6, 0.4], [-0.7, 0.9, -0.3], [0.9, 0.0, -0.7], [-2.2, -0.1, 1.6], [0.1, 0.0, -1.2], [-2.2, 0.1, 1.0], [-0.2, 0.1, 0.3], [-1.8, -0.8, 0.6], [-1.0, 1.2, -1.6], [-0.2, -0.4, 1.7], [0.2, -0.3, 0.1], [-0.3, 0.2, 0.0], [-0.1, -0.1, -0.5], [0.0, 0.6, 0.2], [0.6, 0.8, -0.8], [-0.4, 0.0, 0.3], [0.8, 0.2, 0.9], [-0.2, -0.3, -0.2], [-0.3, 0.6, -0.5], [0.6, 1.0, 0.1], [0.2, -0.8, 0.2], [0.3, 0.1, -0.2], [1.7, 0.0, 0.1], [0.3, 0.6, -0.3], [0.4, -0.5, -0.2], [-0.7, -0.3, -0.1], [0.1, 0.4, 1.0], [0.5, -0.1, 0.1], [1.5, -0.3, -1.0], [0.5, 1.0, 0.0], [1.4, 0.2, -0.5], [0.0, 0.5, -0.2], [0.3, -0.2, 0.4], [-0.1, -0.2, 0.1], [0.9, -0.5, 0.9], [-0.2, -0.3, 0.3], [-0.4, 0.2, -0.1], [0.6, -0.7, 0.1], [-0.5, 0.7, -0.5], [-0.2, -0.4, 0.0], [0.1, 0.1, -0.1], [-1.0, 0.0, 0.9], [0.5, -0.4, 0.3], [0.7, 0.8, -1.6], [0.1, -0.5, 0.8], [-0.9, -0.3, 1.1], [1.1, 0.4, -0.8], [-1.5, -0.3, -0.1], [1.5, 0.3, 0.1], [-1.0, 0.0, 0.1], [1.4, -0.1, 0.4], [-0.3, -1.0, -1.0], [-0.1, 0.8, 0.1], [1.4, -1.0, 0.9], [0.6, 0.7, 0.0], [-0.3, 0.7, 0.0], [-0.1, -0.4, -0.1], [0.2, 0.9, 0.0], [-1.5, 0.2, -0.5], [-0.3, -0.5, -0.3], [0.3, 0.1, 0.5], [0.1, -0.7, -0.7], [1.2, -1.3, 0.5], [-0.1, -0.1, 1.6], [-0.4, -0.1, 0.3], [-0.1, 0.8, 0.6], [-0.8, -1.2, 0.9], [-0.7, 2.5, -1.8], [0.8, -1.1, 0.0], [1.1, -1.7, 0.5], [-0.1, -1.1, 0.5], [-0.2, 0.9, -0.3], [-0.5, 1.0, -0.4], [1.0, -0.2, -1.3], [-0.7, 0.1, 0.8], [-0.9, -0.4, 0.3], [-0.7, 1.3, 0.2], [0.5, 0.2, -1.0], [0.5, 0.1, -1.0], [-0.3, -0.1, -0.4], [0.8, -0.3, -0.4], [-0.2, -0.1, -0.1], [0.1, 0.4, -0.1], [0.1, 0.2, -0.2], [0.3, 0.1, -0.1], [-0.6, 0.1, 0.9], [0.9, -0.5, -0.8], [1.7, -1.5, -0.4], [-0.8, 1.6, -0.3], [0.9, -0.1, 0.7], [0.1, 1.9, -0.8], [-1.1, -1.6, 1.0], [-0.4, 0.3, 0.6], [0.1, 0.2, -0.8], [0.0, -0.9, -1.5], [-0.4, 0.8, 0.6], [0.6, 0.4, -0.3], [0.3, -0.3, 0.5], [-0.4, -0.7, 1.5], [0.7, 0.5, -0.8], [-0.3, 0.4, -0.3], [-1.3, -0.7, 1.0], [0.0, 0.3, 0.1], [0.3, 0.0, -0.2], [0.2, 0.0, 0.2], [-0.2, 0.0, 0.6], [-0.1, -0.6, 0.0], [-0.6, -0.1, 0.2], [-0.2, 0.1, -0.1], [-0.1, 0.2, -0.3], [-0.1, -0.1, -0.5]]
}